Formula: C8H18Si
Source: OMol25
Level of theory: the ωB97M-V functional and the def2-TZVPD basis

Properties
Lowest unoccupied orbital energy (alpha / beta) (eV): 0.08 / -0.15
HOMO-LUMO gap (alpha / beta) (eV): 8.7 / 6.6
Energy relative to the best compared isomer or geometry (same formula, charge and spin) (eV): 5.397
Max |F| (eV/Å): 4.040
HOMO level (alpha / beta) (eV): -8.6 / -6.7
Total charge: 0

CARTESIAN COORDINATES (ANGSTROEM)
1 C 1.636773 -0.797538 0.716837
2 C 2.397015 -0.442407 -0.269532
3 C 3.907965 -0.567314 -0.182731
4 C 1.715960 0.217073 -1.479611
5 C -1.840734 2.364647 -0.302349
6 C -1.502250 -2.298723 0.081946
7 C -1.746899 1.934931 1.198432
8 C -2.264594 -0.970966 -0.067169
9 Si -1.715944 0.052990 1.504495
10 H 2.059005 -1.145244 1.672488
11 H 4.573242 -0.194649 -0.960547
12 H 4.161942 -0.042675 0.740507
13 H 4.072245 -1.595251 -0.000128
14 H 2.202672 -0.163541 -2.492772
15 H 1.857365 1.341940 -1.420780
16 H 0.612158 -0.071622 -1.464439
17 H -2.616090 1.641862 -0.801558
18 H -2.044819 3.382015 -0.569633
19 H -0.863480 2.100924 -0.731745
20 H -1.848445 -3.048135 -0.748977
21 H -0.469589 -2.119883 -0.254914
22 H -1.660971 -2.826775 1.010084
23 H -2.459525 2.620250 1.634708
24 H -0.835540 2.490540 1.421520
25 H -3.428212 -1.161555 -0.170862
26 H -2.038490 -0.407565 -0.990202
27 H -1.860766 -0.293332 2.926923

Cartesian forces, eV/Å:
C -0.034 -0.438 2.076
C -0.637 1.391 -2.348
C -0.470 0.792 0.975
C 0.461 -0.497 -1.414
C -0.598 -3.843 -1.094
C -0.634 -1.136 -3.728
C 0.189 1.999 -1.227
C -2.204 -0.199 1.169
Si 1.014 1.074 -1.769
H -0.683 -0.047 -0.205
H -0.574 0.005 -0.339
H 0.406 -0.026 -0.059
H 0.734 -1.145 0.024
H -1.046 0.837 1.975
H -0.295 -1.272 -0.223
H 1.461 0.661 -0.163
H 1.233 1.719 0.443
H -0.323 0.573 0.439
H -0.322 0.085 -0.355
H 0.221 1.154 1.408
H -0.074 -0.233 1.066
H 0.409 0.167 0.397
H -0.827 -0.605 0.996
H 0.515 -0.723 0.931
H 2.131 0.378 0.553
H 0.345 -0.315 0.569
H -0.396 -0.354 -0.094

Formula: C25H45ClInP2
Source: OMol25
Level of theory: the ωB97M-V functional and the def2-TZVPD basis

Properties
Lowest unoccupied orbital energy (alpha / beta) (eV): -5.66 / -5.62
HOMO-LUMO gap (alpha / beta) (eV): 3.3 / 3.4
Energy relative to the best compared isomer or geometry (same formula, charge and spin) (eV): 0.804
Max |F| (eV/Å): 3.359
HOMO level (alpha / beta) (eV): -9.0 / -9.0
Total charge: +1

CARTESIAN COORDINATES (ANGSTROEM)
1 In 0.787966 -2.105528 -1.101158
2 C 3.239392 2.626421 -0.247074
3 C 2.258634 3.010940 -1.201241
4 C 1.953180 4.270787 0.693699
5 C 3.036519 3.395717 0.923596
6 C 1.466515 4.037227 -0.619336
7 C 4.322727 1.631341 -0.429657
8 H 4.211529 1.085920 -1.371947
9 H 4.337065 0.902859 0.394991
10 H 5.307802 2.122933 -0.445929
11 C 3.820526 3.315505 2.180191
12 H 4.707019 2.688356 2.044029
13 H 3.226621 2.885483 2.999892
14 H 4.150159 4.310823 2.505139
15 C 1.455602 5.279427 1.656457
16 H 2.235678 6.017901 1.893249
17 H 1.154928 4.813963 2.605587
18 H 0.594492 5.813894 1.249007
19 C 0.371502 4.772895 -1.286764
20 H 0.743556 5.671834 -1.802245
21 H -0.381080 5.101539 -0.560576
22 H -0.123990 4.148112 -2.038203
23 C 2.096931 2.458089 -2.565799
24 H 2.777218 2.944126 -3.282176
25 H 1.074563 2.610063 -2.929931
26 H 2.308859 1.379646 -2.592870
27 C -0.880699 -4.005275 0.364989
28 C 0.198273 -4.101258 -0.693794
29 C -0.209373 -4.599554 -2.096430
30 C -0.950418 -3.547657 -2.989407
31 C -0.985769 -2.143483 -2.365337
32 C -1.804055 -1.944899 -1.236682
33 C -2.851086 -2.976383 -0.870156
34 C -2.291052 -4.239348 -0.192114
35 H -0.774836 -5.533546 -2.039309
36 H -1.955723 -3.893942 -3.251448
37 H 0.721341 -4.853504 -2.625029
38 H -2.278039 -5.084312 -0.893916
39 H -0.667781 -4.758322 1.148098
40 H 1.133760 -4.544561 -0.314406
41 H -2.955228 -4.531066 0.637434
42 H -3.609247 -2.533061 -0.206825
43 H -1.947841 -0.949367 -0.789692
44 H -3.408966 -3.276747 -1.775493
45 H -0.401506 -3.468010 -3.938465
46 H -0.865934 -1.317110 -3.082063
47 P -1.060427 -2.373436 1.481945
48 P -2.592159 0.838943 1.115898
49 C -2.585734 -1.861262 2.391157
50 C -3.399481 -0.603930 1.953688
51 H -2.257668 -1.696472 3.431213
52 H -3.270483 -2.725159 2.420402
53 H -4.236168 -0.915519 1.310424
54 H -3.805730 -0.121717 2.855968
55 C -2.710875 2.242777 2.251132
56 H -2.159066 3.097407 1.823426
57 H -2.251584 1.966680 3.211788
58 H -3.776336 2.487828 2.367001
59 C -3.807713 1.288884 -0.170463
60 H -4.807013 1.049600 0.207778
61 H -3.617709 0.757815 -1.115498
62 H -3.705601 2.368126 -0.345337
63 C 0.002077 -2.976731 2.810374
64 H 1.059957 -2.901823 2.519484
65 H -0.240536 -4.034138 3.037440
66 H -0.178995 -2.357096 3.701230
67 C 2.712483 -1.771108 -1.931567
68 H 3.063107 -0.769302 -1.649388
69 H 2.623073 -1.866429 -3.021197
70 H 3.378140 -2.543916 -1.514492
71 Cl 0.941440 -0.060201 1.815540
72 C 0.786114 -0.154042 0.081407
73 H -0.126049 0.393235 -0.185029
74 H 1.673203 0.352117 -0.315209

Cartesian forces, eV/Å:
In 2.087 1.506 2.160
C 0.469 -0.471 -0.115
C -0.181 -0.020 -0.234
C -0.367 0.350 -0.045
C 0.279 -0.057 0.671
C 0.118 0.131 -0.005
C 0.056 -0.216 -0.180
H 0.055 0.094 0.219
H -0.045 0.188 -0.185
H -0.213 -0.055 0.053
C 0.259 -0.097 -0.014
H -0.175 0.123 0.096
H 0.025 0.079 -0.207
H -0.103 -0.145 -0.046
C -0.250 0.148 0.022
H -0.118 -0.192 -0.052
H 0.124 0.035 -0.188
H 0.142 -0.012 0.148
C -0.418 -0.009 -0.045
H 0.013 -0.201 0.130
H 0.150 -0.042 -0.184
H 0.097 0.163 0.145
C -0.191 -0.242 -0.186
H -0.088 -0.053 0.202
H 0.247 -0.017 0.040
H 0.011 0.285 0.056
C -1.902 -1.234 1.681
C 0.581 0.687 0.295
C 0.593 -0.175 0.178
C 0.466 0.271 -0.072
C -3.282 -0.277 -0.349
C -0.931 0.550 -2.265
C -0.081 -0.121 0.400
C 0.077 -0.821 0.332
H -0.004 0.080 -0.178
H -0.007 0.125 0.143
H -0.182 -0.016 0.225
H -0.175 0.266 0.228
H -0.329 0.057 -0.415
H -0.713 -0.411 -0.160
H 0.132 0.071 -0.323
H 0.417 0.138 -0.138
H 0.293 -0.321 -0.491
H 0.377 0.293 0.146
H -0.235 -0.040 0.192
H 0.493 0.061 0.768
P 1.597 0.279 -1.857
P 1.959 -0.866 -1.157
C -0.767 -0.636 0.300
C -0.220 0.169 0.094
H 0.052 -0.207 -0.421
H -0.056 0.330 0.242
H 0.130 0.166 0.275
H -0.318 -0.559 -0.096
C -0.538 0.090 0.323
H -0.294 -0.350 0.191
H -0.214 0.198 -0.246
H 0.300 0.302 0.367
C -0.298 0.025 0.195
H -0.132 0.274 -0.365
H -0.125 0.136 0.360
H -0.192 -0.251 -0.068
C 0.062 -0.323 0.792
H -0.350 -0.044 0.118
H 0.184 0.494 0.110
H 0.347 -0.251 -0.196
C 0.335 -0.078 -0.728
H -0.007 -0.369 -0.188
H 0.581 0.043 0.163
H -0.083 0.341 -0.352
Cl 0.384 0.467 1.053
C 0.037 -0.058 -1.413
H 0.212 0.088 0.095
H -0.155 0.136 -0.042